ORCA calculation (ωB97M-V/def2-TZVPD) on a cluster of 3 separate species, C38H72BrI2NO6S in total at a distorted geometry.

Last column: Löwdin charge in e.
Positions of all 121 atoms, in Å:
I (-2.48, -0.20, 1.44)  0.9878
I (0.02, -0.63, -0.34)  0.9866
Br (1.63, -0.64, 5.57)  0.8172
S (-1.07, -1.63, 4.45)  0.7594
O (-0.31, 4.41, 2.15)  -0.2308
O (1.27, 3.11, -3.95)  -0.0418
O (-1.28, 0.99, 5.98)  -0.0867
O (-2.45, 1.56, 4.24)  -0.0588
O (2.69, 3.13, -5.69)  0.1163
O (-5.30, -5.36, 1.35)  -0.2194
N (-0.67, -0.09, 2.42)  -0.5154
C (-3.15, -5.81, 2.37)  -0.1698
C (-5.60, -5.13, -5.79)  -0.2724
C (3.00, 0.76, 2.02)  -0.0976
C (-6.93, -5.83, -5.58)  -0.1131
C (0.57, -5.05, 2.10)  -0.1744
C (-4.15, -6.95, -4.68)  -0.2264
C (0.68, -3.47, 1.88)  -0.2426
C (1.73, -2.87, 2.93)  -0.2322
C (2.40, 6.08, 0.61)  -0.2520
C (3.43, 0.83, -1.68)  -0.2052
C (-3.87, -5.35, 1.06)  -0.2301
C (-0.74, -5.52, 1.29)  -0.1880
C (2.58, 9.48, -1.01)  -0.1117
C (2.29, 3.68, -4.70)  -0.5044
C (-1.66, 4.63, 2.59)  -0.1011
C (3.19, 1.89, -2.85)  -0.1652
C (1.08, 0.38, 3.90)  -0.5260
C (3.63, 8.87, -0.09)  -0.2692
C (2.46, -1.57, 2.51)  -0.1795
C (2.77, 1.67, 0.76)  -0.1867
C (1.20, 3.05, 3.46)  -0.1253
C (-1.72, -6.43, 2.14)  -0.1955
C (-0.49, 0.07, 3.87)  -0.6278
C (3.31, 5.58, 1.72)  -0.0997
C (-4.42, -6.09, -5.92)  -0.2289
C (-1.48, 0.96, 4.71)  -0.7626
C (3.00, 5.03, -4.30)  0.0198
C (4.17, 7.54, -0.58)  -0.2237
C (-3.89, -6.17, -3.39)  -0.2773
C (0.45, -0.23, 1.71)  -0.5827
C (3.14, 6.41, -0.69)  -0.2390
C (1.38, 1.83, 4.43)  -0.2302
C (0.06, 3.01, 2.41)  -0.1880
C (-2.65, -5.28, -3.46)  -0.1100
C (1.77, -0.14, 2.55)  -0.3033
C (1.74, 2.48, -2.74)  -0.1693
C (-6.07, -4.90, 0.23)  -0.1167
C (3.92, 1.50, -0.34)  -0.1685
H (-1.25, -6.57, 3.16)  0.1013
H (-3.61, -4.30, 0.76)  0.1145
H (3.31, 1.32, -3.81)  0.1250
H (-6.65, -3.97, 0.48)  0.0884
H (3.85, 4.69, 1.40)  0.0629
H (4.63, 7.68, -1.57)  0.1086
H (3.41, -1.48, 3.11)  0.1246
H (-5.43, -4.41, -4.98)  0.0973
H (0.85, 2.06, 5.39)  0.1120
H (-4.76, -5.56, -3.13)  0.0896
H (1.79, 1.61, 0.24)  0.0391
H (-3.76, -6.88, -2.57)  0.1012
H (1.43, -5.53, 1.57)  0.1110
H (-1.14, -1.58, 5.81)  -0.0725
H (4.99, 7.22, 0.08)  0.1017
H (-1.29, -4.61, 0.92)  0.0878
H (-1.86, 4.21, 3.61)  0.0957
H (-0.30, -2.95, 1.95)  0.0533
H (3.65, 5.51, -1.04)  0.0974
H (0.33, 2.61, 1.40)  0.1060
H (1.18, -3.35, 0.88)  0.0874
H (-5.66, -4.53, -6.71)  0.1046
H (1.84, 6.95, 0.96)  0.1071
H (-6.82, -5.67, -0.07)  0.0922
H (2.25, 10.45, -0.63)  0.0699
H (3.21, 8.77, 0.92)  0.0996
H (1.01, 3.95, 4.10)  0.1374
H (4.46, 9.58, 0.00)  0.1049
H (4.30, 2.52, -0.61)  0.1027
H (0.52, -5.33, 3.18)  0.1073
H (-4.59, -6.75, -6.77)  0.1099
H (-2.40, 4.22, 1.85)  0.0970
H (3.98, 2.69, -2.79)  0.1131
H (2.61, 5.46, -3.35)  0.0575
H (-2.50, -4.78, -2.50)  0.0591
H (1.74, 3.27, -1.93)  0.1271
H (-1.83, -7.43, 1.65)  0.1081
H (2.20, 3.27, 3.00)  0.0771
H (-3.78, -6.62, 2.82)  0.1204
H (2.47, 1.81, 4.73)  0.0972
H (4.29, 0.21, -2.05)  0.1105
H (3.41, 1.41, 2.84)  0.1238
H (2.73, 5.33, 2.60)  0.0577
H (2.81, -1.72, 1.44)  0.1267
H (-5.42, -4.70, -0.67)  0.0735
H (1.66, 5.31, 0.39)  0.0932
H (1.70, 8.84, -1.10)  0.0661
H (-0.89, 2.51, 2.72)  0.0827
H (1.29, -2.92, 3.95)  0.0387
H (-4.99, -7.63, -4.52)  0.1019
H (-1.81, 5.74, 2.67)  0.0934
H (4.05, 6.34, 2.01)  0.0720
H (-3.71, -6.03, 0.19)  0.1243
H (-7.75, -5.11, -5.53)  0.0692
H (-1.76, -5.87, -3.68)  0.0771
H (-2.75, -4.51, -4.23)  0.0669
H (2.88, 2.74, 1.09)  0.0787
H (-3.52, -5.51, -6.17)  0.1002
H (2.92, 5.75, -5.15)  0.0953
H (2.40, 6.67, -1.46)  0.0900
H (-0.45, -6.10, 0.37)  0.1046
H (2.57, 0.13, -1.58)  0.0305
H (4.08, 4.78, -4.15)  0.0918
H (-3.28, -7.58, -4.89)  0.1101
H (-7.15, -6.52, -6.41)  0.0757
H (2.98, 9.63, -2.02)  0.0747
H (2.53, -3.67, 2.95)  0.1221
H (3.88, 0.11, 1.76)  0.1050
H (1.05, 1.66, -2.43)  0.0924
H (4.81, 0.94, 0.05)  0.1056
H (-6.95, -6.40, -4.65)  0.0648
H (-3.16, -4.97, 3.10)  0.1179

Properties
**HOMO-LUMO gap**: 6.07 eV
**LUMO energy**: -2.10 eV



ORCA calculation (ωB97M-V/def2-TZVPD) on a structure of composition C23H44N2O7P2Sr.

Last column: Löwdin charge in e.
Positions of all 79 atoms, in Å:
Sr (-0.18, -0.98, 0.68)  1.5610
P (-2.98, 0.06, 1.75)  0.1667
P (-2.84, -1.45, -0.81)  0.1710
O (-1.89, -2.42, -0.17)  -0.4565
O (-2.65, -0.08, 0.14)  -0.3986
O (-3.59, 1.57, 1.80)  -0.1489
O (-2.00, -0.86, -2.08)  -0.1650
O (-4.23, -1.70, -1.16)  -0.2602
O (-3.95, -0.92, 2.22)  -0.2542
O (-1.58, 0.18, 2.33)  -0.4588
N (0.22, 1.93, 0.43)  -0.1655
N (0.52, 4.39, 0.84)  -0.0890
C (5.61, 0.09, 2.06)  -0.0398
C (-0.89, 4.14, 0.39)  -0.0421
C (4.44, 0.84, 1.40)  -0.5138
C (1.50, -1.47, -2.80)  -0.0460
C (1.28, 2.43, -0.45)  -0.1255
C (3.71, -2.67, 3.65)  -0.0385
C (1.18, -3.60, -1.55)  -0.0472
C (0.59, 2.14, 1.83)  -0.1386
C (3.34, -0.17, 1.03)  -0.1568
C (5.04, 1.49, 0.14)  -0.0704
C (1.29, -2.10, 3.63)  -0.0593
C (3.45, -2.94, -2.30)  -0.0469
C (3.04, -0.44, -0.33)  -0.0824
C (2.39, -1.68, -0.45)  -0.3141
C (2.70, -1.57, 3.29)  -0.5311
C (-1.04, 2.62, 0.13)  -0.1252
C (2.78, -1.25, 1.79)  -0.1862
C (2.12, -2.41, -1.76)  -0.5677
C (2.26, -2.18, 0.86)  -0.1817
C (2.90, -0.38, 4.23)  -0.0558
C (0.79, 3.65, 2.12)  -0.0449
C (1.49, 3.94, -0.23)  -0.0507
C (4.02, 2.02, 2.29)  -0.0570
H (3.39, 2.71, 1.72)  0.0427
H (0.65, 5.38, 1.00)  0.1849
H (2.49, 4.19, 0.12)  0.1262
H (-1.54, 4.49, 1.19)  0.1371
H (0.52, -1.33, 3.46)  0.0656
H (-2.62, -0.53, -2.74)  0.0742
H (1.27, 4.54, -1.12)  0.1326
H (1.04, -4.13, -2.49)  0.0905
H (5.84, 2.18, 0.43)  0.0851
H (4.73, -2.35, 3.45)  0.0719
H (1.80, 3.89, 2.43)  0.1190
H (5.34, -0.35, 3.01)  0.0508
H (0.18, -3.30, -1.21)  0.0598
H (-1.05, 4.75, -0.50)  0.1327
H (5.48, 0.74, -0.52)  0.0899
H (4.90, 2.59, 2.61)  0.0910
H (3.48, 1.72, 3.19)  0.0511
H (4.31, 2.06, -0.44)  0.0655
H (2.73, -0.71, 5.26)  0.0898
H (1.00, 2.23, -1.48)  0.1380
H (4.15, -2.11, -2.49)  0.0803
H (2.18, 1.87, -0.23)  0.0794
H (1.84, -3.14, 1.11)  0.1025
H (5.93, -0.72, 1.40)  0.0999
H (3.63, -2.93, 4.71)  0.0840
H (1.51, 1.60, 2.03)  0.0923
H (3.90, 0.04, 4.19)  0.0601
H (1.59, -4.31, -0.83)  0.0857
H (-1.83, 2.22, 0.75)  0.0767
H (3.92, -3.61, -1.58)  0.0887
H (0.08, 4.03, 2.85)  0.1373
H (6.46, 0.76, 2.23)  0.0847
H (-0.21, 1.74, 2.46)  0.1014
H (2.14, -0.60, -2.97)  0.0747
H (2.17, 0.41, 4.02)  0.0741
H (3.30, -3.49, -3.24)  0.0808
H (-4.55, 1.49, 1.82)  0.0819
H (3.37, 0.15, -1.17)  0.0955
H (1.03, -2.99, 3.06)  0.0786
H (1.22, -2.36, 4.68)  0.0904
H (1.37, -1.98, -3.75)  0.0884
H (3.52, -3.57, 3.06)  0.0862
H (0.51, -1.11, -2.48)  0.0590
H (-1.30, 2.44, -0.91)  0.1386

Properties
**HOMO-LUMO gap**: 6.00 eV
**LUMO energy**: -1.01 eV



ORCA calculation (ωB97M-V/def2-TZVPD) on a structure of composition C15H37BrCl3Cs2F2N3O12S2 at a distorted geometry.

Last column: Löwdin charge in e.
Positions of all 77 atoms, in Å:
Cs (0.02, 0.39, -4.36)  1.2810
Cs (-1.19, 1.78, -0.48)  0.8191
Br (-0.03, -1.58, 2.06)  -0.2992
Cl (3.57, -6.01, -4.04)  0.5510
Cl (1.95, -3.88, -5.17)  0.5465
Cl (4.79, -4.08, -5.83)  0.5684
S (-2.75, 7.18, 5.09)  0.5916
S (7.04, -0.17, -3.55)  0.9511
F (2.98, 1.07, -2.88)  -0.1016
F (1.38, 0.91, -1.22)  -0.8176
O (7.14, 1.45, -4.01)  -0.2819
O (-1.10, -3.21, 0.15)  -0.1794
O (-1.12, 4.58, -6.14)  0.0057
O (-3.01, 7.09, 6.50)  -0.2761
O (-1.01, 0.56, 4.81)  -0.1891
O (-1.20, 6.82, 4.82)  -0.2694
O (5.52, -0.37, -2.90)  -0.3350
O (7.96, -0.30, -2.38)  -0.4205
O (-5.55, -4.87, 1.02)  -0.0005
O (-3.56, 6.48, 4.13)  -0.2840
O (-3.91, -4.96, 2.58)  0.1382
O (-6.08, -5.38, 3.06)  -0.0011
N (-0.98, 6.80, -6.57)  0.1548
N (0.41, -4.88, -0.19)  -0.1955
N (-0.49, 6.00, -4.48)  0.1548
C (1.21, -4.07, -1.07)  -0.0580
C (3.33, -1.33, -3.12)  -0.1185
C (0.82, -6.24, 0.09)  -0.0669
C (2.78, 0.01, -3.81)  -0.3212
C (-0.72, -4.34, 0.35)  -0.4114
C (4.84, -1.48, -3.56)  -0.2876
C (-5.70, -5.61, 4.41)  -0.0465
C (3.32, -4.97, -5.44)  -1.5074
C (-1.10, 4.40, 4.48)  -0.0606
C (-5.06, -5.06, 2.25)  -0.6187
C (0.28, 0.52, 5.41)  -0.1959
C (-4.56, -4.51, 0.06)  -0.0436
C (-0.88, 5.72, -5.75)  -0.6873
C (-2.67, 8.88, 4.62)  -0.1262
C (-0.69, 5.59, 5.33)  -0.2548
H (-2.18, 4.23, 4.56)  0.0770
H (-5.26, -4.72, 4.85)  0.1004
H (2.08, -4.63, -1.42)  0.0657
H (-0.28, 6.92, -4.15)  0.0992
H (-0.98, 5.45, 6.37)  0.1174
H (-3.68, 9.29, 4.67)  0.0749
H (0.40, 5.68, 5.31)  0.1225
H (-0.59, 3.50, 4.81)  0.0729
H (-4.09, -3.56, 0.33)  0.0982
H (0.86, -6.81, -0.85)  0.0800
H (-0.79, 7.74, -6.28)  0.0978
H (4.93, -1.41, -4.67)  0.0781
H (1.55, -3.18, -0.53)  0.0863
H (0.12, -6.73, 0.77)  0.0828
H (-2.29, 8.95, 3.60)  0.0716
H (3.33, 0.17, -4.80)  0.1329
H (-6.60, -5.87, 4.97)  0.0908
H (-5.00, -6.45, 4.48)  0.0969
H (-0.87, 4.58, 3.43)  0.0813
H (1.81, -6.23, 0.55)  0.0882
H (0.61, -3.75, -1.93)  0.0756
H (5.24, -2.46, -3.21)  0.1161
H (-1.07, -0.20, 4.21)  -0.0326
H (0.37, 1.37, 6.09)  0.0615
H (-3.82, -5.30, -0.04)  0.0917
H (2.73, -2.23, -3.33)  0.0444
H (-2.02, 9.41, 5.31)  0.0734
H (1.63, -0.10, -4.06)  -0.3262
H (-5.07, -4.38, -0.90)  0.0889
H (8.05, 1.56, -4.32)  0.0541
H (-1.27, 6.63, -7.52)  0.1079
H (0.39, -0.41, 5.97)  0.0737
H (-0.40, 5.22, -3.85)  0.0990
H (3.37, -1.17, -2.02)  0.1409
H (-1.27, -5.04, 1.01)  0.1302
H (3.08, -5.60, -6.30)  0.0151
H (1.05, 0.58, 4.64)  0.0648

Properties
**HOMO-LUMO gap**: 4.19 eV
**LUMO energy**: -1.29 eV